Entry 1:
DFT (the ωB97M-V functional and the def2-TZVPD basis) results for a single C3H5N3O molecule.

```
12
Properties=species:S:1:pos:R:3:forces:R:3:lowdin_charge:R:1
O -2.551 0.746 0.772 0.033 0.279 0.103 -0.047
C -1.612 0.102 -0.025 0.078 -0.200 0.096 -0.247
C -0.212 0.221 0.205 -0.122 -0.105 -0.192 -0.367
N 0.697 0.153 1.239 0.034 -0.070 -0.092 0.139
C 1.754 -0.324 0.648 0.045 -0.058 0.055 -0.171
N 1.588 -0.529 -0.697 0.185 0.012 0.048 0.040
N 0.377 0.070 -1.000 -0.190 0.042 0.081 0.006
H -2.374 1.692 0.739 -0.101 -0.095 0.000 0.085
H -1.915 -0.932 -0.185 0.113 0.104 -0.096 0.102
H 2.663 -0.626 1.156 -0.080 0.114 -0.103 0.122
H 2.329 -0.456 -1.380 -0.068 -0.060 0.107 0.145
H -0.744 -0.116 -1.471 0.072 0.036 -0.007 0.192
```
Forces are in eV/Å.

The largest force on an atom is 0.3 eV/Å. The relative energy (zero: lowest compared OMol25 entry of this formula, charge and spin) comes out at 115.1 kcal/mol. For the frontier orbital gap, the calculation gives 8.1 eV. The calculation puts the HOMO energy at -7.4 eV. As for the lowest unoccupied orbital energy: 0.8 eV. Its SMILES is O/C=C1\N=CNN1.

Entry 2:
DFT (the ωB97M-V functional and the def2-TZVPD basis) results for 2 unconnected molecules or ions with the total composition C2H10N2.

```
14
Properties=species:S:1:pos:R:3:forces:R:3:lowdin_charge:R:1
C 0.276 1.005 2.170 -0.193 0.001 -0.115 -0.205
N 0.603 -0.305 1.606 0.153 0.177 0.176 -0.067
H 0.555 1.054 3.219 0.041 -0.096 0.124 0.060
H 0.842 1.776 1.657 0.188 0.036 -0.096 0.062
H -0.778 1.297 2.087 -0.038 -0.106 0.010 0.061
H 0.451 -0.287 0.606 -0.204 -0.044 -0.007 0.011
H 0.010 -1.024 2.001 0.006 0.055 -0.080 0.052
C 0.271 -0.435 -2.181 0.426 -0.076 -0.444 -0.212
N -0.992 -0.242 -1.505 0.003 0.153 0.393 -0.072
H 0.218 -0.885 -3.176 -0.179 -0.057 -0.138 0.061
H 0.805 0.509 -2.301 -0.109 0.065 0.122 0.071
H 0.920 -1.088 -1.604 0.031 -0.038 0.246 0.063
H -1.416 -1.114 -1.224 -0.074 -0.023 -0.148 0.060
H -1.650 0.289 -2.055 -0.052 -0.048 -0.043 0.057
```
Forces are in eV/Å.

The largest force on an atom is 0.6 eV/Å. The relative energy (zero: lowest compared OMol25 entry of this formula, charge and spin) comes out at 10.8 kcal/mol. For the frontier orbital gap, the calculation gives 9.9 eV. The calculation puts the HOMO energy at -8.9 eV. As for the lowest unoccupied orbital energy: 1.1 eV. Its SMILES is CN.CN.

Entry 3:
DFT (the ωB97M-V functional and the def2-TZVPD basis) results for a molecular structure, C38H37Sn at a distorted geometry.

```
76
Properties=species:S:1:pos:R:3:forces:R:3:lowdin_charge:R:1
C -5.088 -3.988 -2.185 0.120 0.235 0.075 -0.122
C -5.788 -2.800 -2.437 0.147 0.163 0.168 -0.110
C -5.254 -1.567 -2.029 -0.220 -1.023 -0.126 -0.137
C -4.027 -1.533 -1.364 0.302 0.859 -0.302 -0.310
Sn -3.169 0.369 -0.729 -0.174 -0.075 -0.648 1.292
C -1.453 0.813 -1.977 -1.563 -0.164 -0.057 -0.312
C -0.941 -0.165 -2.820 1.029 0.278 -0.101 -0.133
C 0.340 0.016 -3.364 -0.219 -0.169 -0.093 -0.113
C 1.068 1.178 -3.092 -0.172 0.132 0.146 -0.121
C 0.504 2.178 -2.294 -0.161 0.064 -0.235 -0.124
C -0.777 2.008 -1.753 0.889 -0.129 -0.035 -0.154
C -4.729 1.816 -1.237 0.641 -0.708 -0.172 -0.312
C -4.466 2.772 -2.218 -0.858 0.573 -0.076 -0.135
C -5.481 3.660 -2.610 0.152 -0.125 0.169 -0.108
C -6.753 3.579 -2.030 0.192 -0.181 0.080 -0.121
C -7.009 2.607 -1.056 0.251 -0.099 0.059 -0.112
C -5.991 1.725 -0.651 -0.484 0.740 -0.426 -0.154
C -2.108 0.366 1.283 0.734 0.228 1.341 -0.356
C -0.762 0.814 1.359 -0.432 1.411 -0.120 -0.315
C 0.393 -0.100 1.266 -1.060 -0.932 0.553 -0.240
C -3.325 -2.708 -1.098 -0.601 -0.711 -0.367 -0.146
C -3.858 -3.940 -1.519 0.026 0.247 0.077 -0.111
H -5.502 -4.946 -2.508 0.133 0.281 0.099 0.089
H -6.751 -2.828 -2.950 0.228 -0.049 0.088 0.090
H -5.809 -0.648 -2.234 0.203 -0.219 0.045 0.083
H -1.515 -1.069 -3.044 0.211 0.203 0.142 0.087
H 0.763 -0.756 -4.007 -0.024 0.177 0.082 0.089
H 2.068 1.313 -3.509 -0.264 -0.065 0.123 0.092
H 1.051 3.100 -2.095 -0.013 -0.206 -0.073 0.095
H -1.216 2.803 -1.143 0.113 -0.288 -0.097 0.098
H -3.482 2.836 -2.690 -0.263 -0.062 0.140 0.083
H -5.273 4.414 -3.371 -0.103 -0.153 0.150 0.091
H -7.540 4.273 -2.336 0.225 -0.227 0.081 0.089
H -8.001 2.530 -0.607 0.213 0.062 -0.116 0.090
H -6.206 0.974 0.113 0.097 0.159 -0.206 0.094
H -2.848 1.035 1.748 0.389 -0.660 0.295 0.031
H -2.210 -0.699 1.522 -0.532 0.244 0.158 0.035
H -0.582 1.843 1.658 -0.215 -0.236 -0.059 0.048
H 0.480 -0.625 2.244 0.560 -0.179 -0.198 0.111
H 0.122 -0.894 0.548 0.332 -0.032 -0.035 0.105
H -2.370 -2.687 -0.567 -0.231 0.043 -0.163 0.090
H -3.306 -4.861 -1.321 -0.170 0.185 -0.061 0.091
C 2.909 5.492 3.729 0.091 0.317 0.127 -0.074
C 2.592 4.192 3.060 -0.016 -0.398 -0.061 -0.306
C 1.675 4.167 2.011 0.065 -0.521 -0.189 -0.044
C 1.428 2.988 1.306 -0.034 0.389 0.017 -0.042
C 2.043 1.782 1.673 0.110 -0.337 -0.063 -0.167
C 1.733 0.499 0.876 0.934 0.377 -0.295 -0.252
C 2.868 -0.522 0.980 -0.149 -0.254 -0.809 -0.037
C 2.889 -1.736 0.385 -0.350 1.224 0.043 -0.058
C 3.923 -2.736 0.619 1.195 -0.620 0.277 -0.218
C 4.047 -3.862 -0.230 -0.162 0.522 0.365 -0.040
C 4.979 -4.857 0.025 0.166 0.123 0.369 -0.061
C 5.826 -4.776 1.139 -0.234 0.346 -0.165 -0.300
C 6.780 -5.893 1.433 0.225 -0.350 0.084 -0.075
C 5.761 -3.640 1.960 -0.208 -0.033 -0.322 -0.053
C 4.833 -2.631 1.709 -0.479 -0.315 -0.601 -0.026
C 2.905 1.795 2.779 -0.072 0.303 -0.147 -0.033
C 3.198 2.994 3.442 -0.213 0.008 -0.131 -0.054
H 3.679 5.372 4.493 -0.072 0.009 0.036 0.067
H 3.282 6.218 2.999 0.006 -0.033 0.045 0.075
H 2.022 5.942 4.188 0.095 -0.097 0.021 0.077
H 1.152 5.084 1.745 0.097 -0.133 -0.082 0.110
H 0.704 3.001 0.482 0.445 -0.140 0.304 0.093
H 1.655 0.784 -0.191 -0.031 0.055 0.386 0.135
H 3.781 -0.185 1.476 -0.362 -0.279 0.178 0.088
H 2.128 -1.991 -0.363 -0.015 -0.018 0.558 0.117
H 3.384 -3.939 -1.093 0.124 -0.006 0.213 0.109
H 5.057 -5.724 -0.634 -0.074 0.209 0.132 0.109
H 7.376 -5.678 2.327 -0.020 -0.030 -0.212 0.069
H 6.246 -6.835 1.620 0.074 0.192 -0.041 0.078
H 7.456 -6.075 0.586 -0.081 0.067 0.240 0.078
H 6.442 -3.559 2.810 -0.203 -0.012 -0.200 0.104
H 4.769 -1.757 2.362 0.050 -0.396 -0.120 0.101
H 3.377 0.873 3.127 -0.187 0.311 -0.093 0.099
H 3.902 3.003 4.276 -0.138 -0.071 -0.164 0.101
```
Forces are in eV/Å.

The charge is -1. The largest force on an atom is 1.6 eV/Å. For the frontier orbital gap, the calculation gives 3.9 eV. The calculation puts the HOMO energy at -1.3 eV. As for the lowest unoccupied orbital energy: 2.5 eV.

Entry 4:
DFT (the ωB97M-V functional and the def2-TZVPD basis) results for a gas-phase ion, C5H13NS (charge -1) at a distorted geometry.

```
20
Properties=species:S:1:pos:R:3:forces:R:3:lowdin_charge:R:1
C -0.803 0.241 -0.966 2.056 -1.280 0.340 -0.243
N -0.043 -0.650 -0.059 -1.226 0.804 0.016 -0.123
C 0.980 -1.639 -0.306 0.436 1.168 0.271 -0.339
C 2.258 -1.262 0.502 -0.372 -0.519 0.628 -0.549
S 2.985 0.399 -0.023 -0.881 -0.771 -0.212 0.015
C -1.150 1.534 -0.191 -0.449 -1.516 -1.486 -0.244
C -2.147 1.282 0.931 0.195 0.064 -0.111 -0.139
H -1.626 -0.319 -1.424 -0.461 0.445 -0.007 0.094
H -0.072 0.464 -1.755 -0.459 0.336 -0.217 0.092
H -0.428 -0.549 0.857 0.486 -0.649 0.542 0.060
H 0.640 -2.651 -0.070 0.207 -0.035 -0.037 0.078
H 1.250 -1.578 -1.354 -0.116 -0.229 -0.422 0.093
H 3.057 -2.010 0.475 -0.097 -0.032 -0.459 0.018
H 1.954 -1.277 1.566 0.172 0.571 -0.208 0.020
H 2.072 0.421 -1.028 0.492 0.335 0.287 -0.191
H -0.164 1.849 0.144 -0.207 0.581 0.217 0.099
H -1.585 2.179 -0.961 0.215 0.498 0.352 0.092
H -2.242 2.186 1.535 -0.248 -0.227 0.146 0.064
H -1.812 0.457 1.539 0.264 -0.003 0.657 0.035
H -3.123 0.923 0.589 -0.007 0.460 -0.295 0.067
```
Forces are in eV/Å.

The charge is -1. As for the spin multiplicity: 2. The largest force on an atom is 2.4 eV/Å. The relative energy (zero: lowest compared OMol25 entry of this formula, charge and spin) comes out at 16.1 kcal/mol. For the frontier orbital gap (alpha / beta), the calculation gives 2.1 / 8.3 eV. The calculation puts the HOMO energy (alpha / beta) at 1.3 / -4.8 eV. As for the lowest unoccupied orbital energy (alpha / beta): 3.5 / 3.5 eV.

Entry 5:
DFT (the ωB97M-V functional and the def2-TZVPD basis) results for a molecular structure, C9H19O10Tl at a distorted geometry.

```
39
Properties=species:S:1:pos:R:3:forces:R:3:lowdin_charge:R:1
Tl 0.189 -0.563 1.577 0.206 0.230 -0.421 1.149
O 0.558 -1.326 -1.148 -0.232 -0.054 0.087 -0.074
H -0.125 -1.609 -1.787 0.088 -0.062 -0.025 0.047
C 4.058 -1.437 -1.684 0.440 0.162 -0.573 -0.024
O 4.074 0.025 -1.617 -0.711 0.051 1.562 -0.008
C 3.499 0.696 -0.543 -0.130 -2.752 -0.258 -0.543
O 2.821 0.197 0.354 0.968 0.230 -1.226 -0.028
O 3.818 1.952 -0.655 0.419 -0.565 -1.318 0.046
C 3.625 2.769 0.438 -0.271 2.231 1.375 -0.052
H 4.540 -1.976 -0.869 -0.615 0.582 0.731 0.098
H 4.739 -1.718 -2.487 -0.147 0.620 -0.383 0.093
H 3.083 -1.835 -1.965 -0.092 0.193 0.466 0.077
H 4.583 3.118 0.821 0.192 -0.622 0.250 0.110
H 2.980 2.347 1.208 0.257 -0.132 -0.155 0.094
H 3.198 3.714 0.099 -0.433 -0.155 -0.246 0.101
C -5.748 -2.643 0.362 -0.741 -1.766 -0.206 -0.042
O -4.448 -2.079 0.495 1.834 -0.410 0.564 0.002
C -3.406 -2.751 1.073 1.160 2.107 0.037 -0.429
O -2.253 -2.175 1.107 -4.253 -2.924 0.027 -0.106
O -3.797 -3.943 1.627 -0.697 3.040 -2.294 -0.013
C -2.808 -4.779 2.076 1.941 -1.284 1.247 -0.070
H -5.806 -3.393 -0.426 0.691 -0.207 -0.153 0.096
H -6.511 -1.950 0.008 0.595 0.750 0.702 0.103
H -6.031 -3.193 1.259 -0.191 0.520 0.128 0.098
H -2.243 -4.248 2.841 0.206 -0.327 0.114 0.102
H -2.124 -5.132 1.305 -0.048 0.337 -0.270 0.106
H -3.262 -5.680 2.489 -0.229 0.312 0.108 0.109
C 0.342 4.683 1.323 -0.463 -0.789 0.677 -0.002
O 0.420 4.273 -0.071 -0.251 1.065 0.758 0.020
C 0.337 3.006 -0.409 -0.172 -0.514 -0.893 -0.543
O 0.498 2.044 0.336 -0.554 0.729 -1.079 -0.039
O 0.060 3.013 -1.761 0.377 0.315 1.917 0.008
C 0.082 1.812 -2.498 -0.031 -1.268 0.280 -0.047
H -0.647 4.531 1.755 -0.324 -0.430 -0.528 0.097
H 0.471 5.754 1.474 0.659 -0.167 -0.849 0.103
H 1.001 4.087 1.955 0.346 0.204 -0.272 0.089
H 1.097 1.433 -2.618 0.133 0.260 -0.222 0.097
H -0.412 1.963 -3.458 0.258 0.373 0.148 0.106
H -0.454 1.013 -1.987 -0.184 0.120 0.195 0.072
```
Forces are in eV/Å.

The charge is +1. As for the spin multiplicity: 2. The largest force on an atom is 5.2 eV/Å. The relative energy (zero: lowest compared OMol25 entry of this formula, charge and spin) comes out at 4.7 kcal/mol. For the frontier orbital gap (alpha / beta), the calculation gives 10.7 / 7.7 eV. The calculation puts the HOMO energy (alpha / beta) at -13.7 / -13.7 eV. As for the lowest unoccupied orbital energy (alpha / beta): -3.0 / -6.0 eV.

Entry 6:
DFT (the ωB97M-V functional and the def2-TZVPD basis) results for a single C15H17BN2O5S molecule at a distorted geometry.

```
41
Properties=species:S:1:pos:R:3:forces:R:3:lowdin_charge:R:1
C 0.215 -1.362 3.498 -1.445 -0.002 0.742 -0.046
C 1.315 -1.804 2.595 1.672 1.795 0.085 -0.266
N 0.937 -2.359 1.339 -1.901 -2.287 -3.317 0.092
C -0.169 -2.012 0.536 1.562 0.372 1.552 -0.362
O -1.051 -1.360 1.092 -0.743 0.126 -1.280 0.024
C -0.207 -2.193 -0.982 -0.872 -1.258 0.513 -0.029
C -0.205 -3.542 -1.551 1.150 2.814 1.483 -0.025
C -0.292 -3.674 -2.907 -0.072 -0.433 -1.723 -0.101
C -0.541 -2.556 -3.743 0.121 -0.192 4.135 -0.036
C -0.703 -1.328 -3.110 -0.373 0.444 -1.647 -0.026
C -0.598 -1.048 -1.755 1.229 -4.538 -0.782 -0.239
N -0.906 0.144 -1.181 -0.374 1.119 -1.062 -0.075
S -1.666 1.422 -2.016 -1.876 -0.793 0.346 0.878
O -1.195 1.394 -3.454 -1.461 1.223 4.248 -0.327
O -3.138 1.375 -1.590 4.320 0.345 -2.092 -0.330
C -0.899 2.535 -0.778 -0.903 2.014 -1.509 -0.272
C -1.618 3.599 -0.299 -2.600 0.119 -0.345 -0.071
C -1.184 4.529 0.624 -0.426 -0.104 -0.721 -0.070
C 0.107 4.358 0.965 3.574 0.623 0.999 -0.082
C 0.971 3.371 0.417 -0.762 0.376 0.935 -0.045
C 0.433 2.505 -0.492 1.202 -1.230 -0.982 -0.109
B 2.106 -0.512 2.075 -0.739 0.395 1.315 -0.616
O 1.564 0.353 1.150 1.318 0.045 0.341 0.177
O 3.247 -0.197 2.768 -0.168 -0.592 -0.529 0.185
H -0.074 -2.208 4.093 -0.188 -0.384 0.768 0.075
H -0.693 -1.146 2.922 0.642 0.467 0.551 0.073
H 0.492 -0.530 4.166 -0.010 -0.361 -0.319 0.102
H 1.990 -2.490 3.143 -0.305 0.201 -0.548 0.153
H 1.668 -2.925 0.934 -0.218 0.053 -0.422 0.146
H -0.008 -4.347 -0.837 -0.139 0.094 -0.547 0.114
H -0.173 -4.644 -3.404 -0.241 0.197 0.437 0.106
H -0.850 -2.686 -4.722 -0.001 -0.099 -1.887 0.085
H -1.017 -0.508 -3.728 0.012 -0.129 -0.248 0.077
H -1.538 -0.044 -0.442 -0.590 -0.073 1.626 0.093
H -2.614 3.736 -0.668 -0.600 -0.219 -0.166 0.108
H -1.789 5.385 0.959 0.305 -0.689 -0.214 0.127
H 0.619 5.109 1.573 -0.347 -0.309 0.249 0.111
H 1.985 3.200 0.800 -0.429 0.496 -0.421 0.118
H 1.009 1.803 -1.080 0.456 -0.145 0.522 0.123
H 0.695 0.208 0.773 -0.224 -0.337 0.095 0.069
H 3.776 0.448 2.319 0.444 0.857 -0.178 0.092
```
Forces are in eV/Å.

The largest force on an atom is 4.8 eV/Å. The relative energy (zero: lowest compared OMol25 entry of this formula, charge and spin) comes out at 36.4 kcal/mol. For the frontier orbital gap, the calculation gives 9.2 eV. The calculation puts the HOMO energy at -8.8 eV. As for the lowest unoccupied orbital energy: 0.3 eV. Its SMILES is C[C@@H](NC(=O)c1ccccc1NS(=O)(=O)c1ccccc1)B(O)O.

> Number 6 is which compound?

C15H17BN2O5S